(1)
DFT (the ωB97M-V functional and the def2-TZVPD basis) results for a structure of composition C38H41EuN11O7.

The calculation puts the frontier orbital gap (alpha / beta) at 7.05 / 7.72 eV. For the energy above the lowest of the compared OMol25 structures with the same formula, charge and spin, the calculation gives 16.4 kJ/mol. The calculation puts the energy at -90120.7759 eV. The total charge is +1. The HOMO energy (alpha / beta) comes out at -10.43 / -10.43 eV. As for the spin multiplicity: 7.

```
98
Properties=species:S:1:pos:R:3:forces:R:3:lowdin_charge:R:1
Eu -1.1287 -0.9528 -0.4971 -0.56 0.12 0.25 2.032
C 2.3610 -2.9085 2.2711 0.06 0.04 0.10 -0.017
C 1.1967 -2.0933 1.8103 0.13 0.24 0.32 -0.276
N 0.6982 -2.1731 0.6365 -0.31 -0.30 -0.29 -0.093
N 1.2537 -3.0611 -0.2568 0.16 0.12 -0.33 0.058
C 0.3658 -3.4614 -1.1571 0.15 -0.09 0.15 -0.484
O -0.8934 -3.2234 -1.0850 0.32 0.31 0.15 -0.197
C 0.9087 -4.2273 -2.3082 -0.21 -0.05 0.00 -0.159
C 0.1950 -4.2014 -3.5023 -0.02 -0.09 -0.11 -0.023
C 0.6843 -4.8677 -4.6186 -0.03 0.02 0.04 -0.066
C 1.8756 -5.5762 -4.5355 0.01 0.00 0.01 -0.079
C 2.5849 -5.6096 -3.3394 -0.01 0.01 0.01 -0.076
C 2.1090 -4.9287 -2.2291 0.04 -0.01 -0.05 -0.032
C 0.5034 -1.1644 2.7529 0.19 -0.20 -0.18 -0.237
C 1.0718 -0.8030 3.9663 0.11 -0.03 0.15 -0.004
C 0.3433 -0.0151 4.8447 0.12 -0.01 0.04 -0.033
C -0.9381 0.3675 4.4919 -0.06 0.03 0.00 -0.034
C -1.4154 -0.0237 3.2521 0.02 -0.01 -0.05 -0.141
N -0.7136 -0.7511 2.3847 -0.12 0.02 0.01 0.047
H 2.6324 -3.6316 1.5088 -0.02 0.01 0.01 0.066
H 2.1228 -3.4212 3.2053 0.02 0.01 -0.01 0.092
H 3.2280 -2.2686 2.4623 -0.06 -0.01 -0.01 0.096
H -0.7308 -3.6427 -3.5499 0.04 0.00 0.00 0.110
H 0.1348 -4.8328 -5.5526 0.04 0.00 0.07 0.107
H 2.2547 -6.1025 -5.4044 -0.02 0.03 0.06 0.105
H 3.5126 -6.1661 -3.2753 -0.05 0.03 0.00 0.104
H 2.6592 -4.9346 -1.2981 0.00 -0.01 -0.01 0.104
H 2.0690 -1.1399 4.2201 -0.07 0.04 0.00 0.115
H 0.7703 0.2898 5.7925 -0.02 -0.02 -0.05 0.120
H -1.5510 0.9715 5.1474 0.02 -0.03 -0.03 0.117
H -2.4040 0.2845 2.9316 0.00 -0.02 0.00 0.106
C -5.0297 -5.0758 1.6911 0.08 0.09 -0.06 0.004
N -4.3586 -3.8856 1.1957 -0.22 -0.01 0.01 -0.071
C -5.0147 -2.8348 0.4249 0.05 -0.10 -0.09 0.002
C -3.8308 -1.9346 0.1331 -0.04 0.21 0.01 -0.482
O -3.7827 -0.9143 -0.5684 0.06 -0.17 0.02 -0.056
N -2.7354 -2.4120 0.7371 -0.11 -0.04 0.14 0.046
C -3.0593 -3.5957 1.2782 0.08 -0.04 -0.04 -0.376
N -2.1391 -4.3689 1.8419 0.05 0.00 -0.01 0.249
H -6.0096 -4.8002 2.0723 -0.04 0.02 0.01 0.100
H -4.4656 -5.5036 2.5173 0.00 0.01 0.02 0.091
H -5.1512 -5.8251 0.9094 0.01 -0.01 -0.04 0.103
H -5.7871 -2.3175 0.9940 -0.02 0.02 0.04 0.148
H -5.4498 -3.2167 -0.4994 -0.02 -0.02 -0.02 0.151
H -1.1816 -4.1061 1.6594 0.02 0.00 -0.01 0.113
H -2.3262 -5.3352 2.0444 -0.01 0.00 0.02 0.119
C 3.1110 3.6909 0.7342 -0.01 0.00 0.08 -0.062
C 1.8986 4.6024 0.8498 -0.02 -0.01 0.17 -0.192
N 1.4106 4.7444 2.2223 0.11 -0.29 -0.04 -0.046
C 2.2439 5.5162 3.1579 0.00 -0.06 -0.09 -0.186
C 3.0181 4.6653 4.1567 0.00 -0.02 -0.06 -0.066
C 0.2656 4.2227 2.7106 -0.07 0.31 -0.08 -0.419
O -0.1082 4.4230 3.8592 0.05 -0.13 -0.01 0.067
C -0.6866 3.4269 1.8369 0.08 0.05 0.13 -0.099
C -2.0181 3.8312 1.8629 -0.01 0.12 -0.03 0.024
C -2.9833 3.0353 1.2787 -0.06 0.00 0.10 -0.018
C -2.5976 1.8256 0.7314 0.05 -0.01 0.12 -0.178
N -1.3262 1.4169 0.7015 0.00 0.15 -0.22 -0.061
C -0.3920 2.2215 1.2238 0.07 -0.19 0.11 -0.091
H 3.4763 3.6645 -0.2922 -0.03 -0.05 0.01 0.060
H 2.8729 2.6729 1.0581 0.03 0.04 -0.05 0.069
H 3.9285 4.0537 1.3590 -0.01 -0.02 -0.04 0.075
H 1.0852 4.2578 0.2173 -0.09 -0.08 -0.02 0.105
H 2.1623 5.5976 0.4930 -0.01 0.10 -0.03 0.124
H 1.5940 6.2085 3.6894 -0.03 0.03 0.03 0.123
H 2.9313 6.1003 2.5464 0.00 0.02 -0.01 0.120
H 2.3320 4.1282 4.8087 -0.01 -0.01 0.01 0.069
H 3.6474 5.3095 4.7743 -0.05 -0.04 -0.02 0.082
H 3.6662 3.9450 3.6527 -0.04 0.04 0.02 0.065
H -2.2776 4.7554 2.3638 -0.01 -0.03 0.00 0.134
H -4.0269 3.3213 1.2773 0.04 0.00 0.00 0.119
H -3.3383 1.1439 0.3319 0.01 0.06 -0.16 0.090
H 0.6248 1.8408 1.2133 0.02 0.04 -0.04 0.120
N -2.8470 0.8708 -2.9745 0.15 0.02 -0.09 0.005
C -3.3670 1.9355 -3.6047 0.01 -0.02 0.00 -0.072
C -2.7443 3.0472 -3.0854 0.07 0.08 -0.03 -0.045
C -1.8367 2.5314 -2.1493 0.16 0.12 0.02 -0.154
N -1.8917 1.2062 -2.0880 -0.52 0.10 0.05 -0.046
H -2.9795 -0.0977 -3.2078 0.02 -0.12 -0.05 0.145
H -4.1169 1.8287 -4.3724 0.05 -0.02 0.06 0.126
H -2.9047 4.0773 -3.3612 0.02 -0.11 0.04 0.101
H -1.1346 3.0688 -1.5275 -0.08 -0.02 -0.01 0.105
O -0.5799 -0.4653 -4.7197 -0.14 0.02 -0.12 0.081
C -0.0560 -0.4361 -3.6285 -0.16 -0.19 0.36 -0.586
O -0.5250 -1.0373 -2.5678 0.42 -0.02 -0.37 -0.289
C 1.2120 0.3510 -3.4092 0.06 0.01 0.05 -0.115
C 1.8463 0.3966 -2.1724 0.03 0.02 -0.20 -0.016
C 3.0143 1.1168 -1.9983 -0.03 -0.05 0.11 0.002
C 3.5130 1.8102 -3.0818 0.29 0.16 -0.04 -0.135
C 2.9049 1.7949 -4.3215 -0.03 0.02 -0.10 0.026
C 1.7472 1.0513 -4.4809 0.03 0.07 -0.07 0.020
N 4.7602 2.6010 -2.9098 -0.09 0.08 0.01 -0.343
O 5.1801 3.2072 -3.8715 -0.06 -0.11 0.05 0.093
O 5.2729 2.6129 -1.8052 -0.11 -0.08 -0.08 0.063
H 1.4560 -0.1830 -1.3514 0.05 -0.17 0.18 0.071
H 3.5462 1.1281 -1.0597 0.01 0.03 0.04 0.113
H 3.3402 2.3533 -5.1362 0.01 0.00 -0.02 0.125
H 1.2370 1.0030 -5.4342 0.04 0.00 0.03 0.128
```
Forces are in eV/Å.

(2)
DFT (the ωB97M-V functional and the def2-TZVPD basis) results for a cluster of 2 separate species, C38H41N2O in total.

The calculation puts the frontier orbital gap at 3.99 eV. For the energy above the lowest of the compared OMol25 structures with the same formula, charge and spin, the calculation gives 0.0 kJ/mol. The calculation puts the energy at -45091.6433 eV. The total charge is +1. The HOMO energy comes out at -8.81 eV. As for the spin multiplicity: 1.

```
82
Properties=species:S:1:pos:R:3:forces:R:3:lowdin_charge:R:1
C -3.3703 2.0282 -3.1293 0.07 0.06 0.05 -0.105
C -2.5716 1.1574 -3.8813 0.07 0.28 0.13 -0.082
C -1.1965 1.1588 -3.6988 0.37 0.12 0.60 -0.037
C -0.5989 1.9003 -2.6306 -1.43 0.21 -0.23 -0.234
C 0.7447 1.6639 -2.1824 1.21 -0.76 -0.51 -0.029
C 1.4716 0.5314 -2.5709 -0.79 1.43 0.57 -0.206
N 2.8071 0.5837 -2.8603 0.26 -0.28 0.06 -0.042
C 3.4008 1.8744 -3.2605 -0.13 0.15 0.34 -0.109
C 4.9118 1.8125 -3.4503 0.42 -0.49 0.32 -0.180
O 5.5330 0.8624 -2.5828 -0.46 -0.34 -0.63 -0.131
C 5.0999 -0.4514 -2.9402 0.20 0.59 0.05 -0.178
C 3.6047 -0.6427 -2.7068 0.18 -0.24 0.46 -0.123
C 0.7680 -0.7684 -2.6739 -0.38 -0.48 -0.67 -0.189
C -0.2352 -1.1166 -1.7472 0.33 0.01 -0.22 -0.025
C -0.9636 -2.2902 -1.9024 0.14 -0.16 -0.26 -0.081
C -0.6578 -3.1679 -2.9539 -0.08 0.09 0.06 -0.070
C 0.3201 -2.8225 -3.8928 -0.08 0.11 0.17 -0.063
C 0.9973 -1.6103 -3.7774 -0.34 -0.18 0.31 -0.056
C -1.3945 2.9184 -2.0370 0.24 -0.65 -0.12 -0.056
C -2.7633 2.9666 -2.2793 -0.14 -0.16 -0.18 -0.119
H -4.4527 1.9932 -3.2395 0.22 0.17 -0.04 0.096
H -3.0132 0.4828 -4.6210 0.10 0.33 0.24 0.109
H -0.5574 0.5468 -4.3429 -0.35 0.17 0.35 0.114
H 1.2259 2.4524 -1.5996 0.14 0.02 -0.65 0.108
H 2.9710 2.1858 -4.2265 -0.18 0.01 0.38 0.136
H 3.1747 2.6485 -2.5168 0.01 -0.29 -0.15 0.111
H 5.1089 1.5588 -4.5086 0.32 0.08 0.36 0.125
H 5.3845 2.7599 -3.1674 -0.29 -0.08 -0.45 0.132
H 5.3085 -0.6544 -4.0132 0.28 0.16 0.52 0.129
H 5.6631 -1.1269 -2.2782 -0.19 0.07 -0.54 0.132
H 3.4730 -1.0464 -1.6828 -0.18 0.23 -0.45 0.136
H 3.2725 -1.4043 -3.4250 0.16 0.14 0.48 0.098
H -0.4719 -0.4275 -0.9330 0.23 -0.14 -0.26 0.104
H -1.7827 -2.5151 -1.2104 0.38 0.03 -0.36 0.082
H -1.2037 -4.1097 -3.0539 0.18 0.33 0.01 0.107
H 0.5546 -3.4815 -4.7298 -0.21 0.14 0.23 0.111
H 1.6739 -1.2999 -4.5777 -0.19 -0.07 0.33 0.124
H -0.9093 3.6366 -1.3671 -0.26 -0.28 -0.11 0.108
H -3.3680 3.7416 -1.8009 0.14 -0.27 -0.14 0.096
C -2.4028 -3.1937 3.7378 -0.19 0.07 0.31 -0.024
C -1.3605 -3.4809 2.6549 0.45 0.25 0.03 -0.533
C -0.6054 -4.7740 2.9919 -0.12 -0.25 0.00 -0.049
C -2.0333 -3.6506 1.3006 0.00 -0.03 -0.37 -0.039
C -0.3833 -2.3057 2.6056 0.25 -0.48 -0.44 -0.075
N 0.8706 -2.4757 3.0638 -0.36 0.07 -0.04 0.183
C 1.5852 -1.2827 3.0597 -0.01 0.45 -0.28 -0.179
C 0.7271 -0.2840 2.5783 0.16 0.14 0.60 -0.119
C 1.2066 1.0181 2.4591 0.67 0.12 0.06 -0.013
C 2.5268 1.2788 2.8433 -0.31 -0.30 -0.18 -0.055
C 3.3705 0.2556 3.3099 -0.27 -0.34 0.02 -0.061
C 2.9056 -1.0576 3.4187 -0.01 0.32 -0.02 0.002
C -0.5505 -0.9227 2.2540 0.13 -0.17 -0.02 -0.077
C -1.6252 -0.2425 1.6568 -0.03 -0.26 0.86 0.101
C -2.0477 1.0584 2.0607 -0.25 0.62 -0.16 -0.198
C -1.6780 1.6666 3.2986 0.12 -0.05 -0.01 -0.006
C -2.0303 2.9756 3.5801 0.36 -0.49 0.10 -0.014
C -2.7551 3.7401 2.6534 0.00 -0.17 0.00 -0.230
C -2.9721 5.1990 2.9228 -0.26 0.11 -0.10 -0.030
C -3.2633 3.1052 1.5088 -0.03 0.40 -0.01 -0.013
C -2.9296 1.7960 1.2246 0.17 -0.36 -0.24 0.013
H -2.8802 -2.2189 3.5806 0.03 -0.21 0.01 0.088
H -3.1811 -3.9692 3.7314 0.21 0.17 -0.03 0.102
H -1.9363 -3.1899 4.7306 -0.12 0.04 -0.15 0.098
H 0.1893 -4.9810 2.2639 -0.11 0.03 0.13 0.099
H -0.1905 -4.7679 4.0078 -0.04 0.03 -0.17 0.092
H -1.3046 -5.6181 2.9442 0.14 0.21 0.04 0.101
H -1.2763 -3.7268 0.5083 -0.26 -0.03 0.16 0.084
H -2.6340 -4.5726 1.2990 0.12 0.35 0.00 0.105
H -2.6942 -2.8042 1.0830 0.03 -0.20 -0.05 0.078
H 1.2720 -3.3585 3.3695 -0.40 0.30 -0.06 0.164
H 0.5690 1.8117 2.0812 0.20 -0.07 0.07 0.114
H 2.9165 2.2903 2.7725 -0.08 -0.16 -0.01 0.110
H 4.3939 0.4881 3.5879 -0.16 -0.03 -0.04 0.110
H 3.5117 -1.8884 3.7728 0.10 0.29 -0.05 0.119
H -2.1702 -0.7194 0.8403 -0.20 0.00 0.35 0.121
H -1.1013 1.0875 4.0251 -0.19 0.23 -0.27 0.131
H -1.7149 3.4401 4.5214 -0.11 -0.25 -0.37 0.132
H -3.5982 5.6427 2.1464 0.05 0.03 0.13 0.083
H -3.4527 5.3589 3.8958 0.06 -0.09 -0.17 0.097
H -2.0221 5.7479 2.9507 -0.11 -0.22 -0.05 0.099
H -3.9024 3.6862 0.8344 0.28 -0.36 0.19 0.122
H -3.3079 1.3096 0.3221 0.12 0.26 0.15 0.125
```
Forces are in eV/Å.